23
Properties=species:S:1:pos:R:3:lowdin_charge:R:1 method="wB97M-V/def2-TZVPD" gap_ev=8.666 e_above_lowest_ev=8.885 charge=0 largest_force_ev_per_a=5.6 lumo_energy_ev=0.7 energy_ha=-512.76878 e_homo_ev=-7.94
C -2.16 0.46 0.90 -0.02
C 0.79 -0.97 1.51 -0.07
C 1.93 1.99 -0.14 -0.08
C 1.31 -1.06 0.00 -0.13
C 1.41 1.03 -1.26 -0.22
N -3.91 -1.19 0.26 0.09
N -0.61 -0.25 -1.47 -0.06
N 0.56 -0.05 -0.84 -0.14
O -1.20 -1.32 -1.32 -0.08
O -2.61 -0.67 0.87 -0.21
H -2.54 1.26 0.33 0.00
H -0.31 -1.27 1.59 0.07
H 1.47 -1.50 2.16 0.06
H 0.92 0.00 1.90 0.03
H 2.76 1.72 0.57 0.09
H 2.45 2.74 -0.75 0.07
H 1.08 2.45 0.33 0.07
H 2.35 -1.06 -0.02 0.08
H 0.91 -2.07 -0.25 0.11
H 0.97 1.61 -2.02 0.09
H 2.31 0.59 -1.73 0.12
H -3.56 -1.98 -0.31 0.07
H -4.31 -0.46 -0.31 0.06